# 1
Computed, not measured: a molecular structure, C28H23BrCuFN4O6, with the ωB97M-V functional and the def2-TZVPD basis.

Values from the calculation:
Total charge   -1
LUMO level (alpha / beta)   2.30 / 2.26 eV
E_HOMO (alpha / beta)   -5.36 / -5.47 eV
Spin multiplicity   2
HOMO-LUMO gap (alpha / beta)   7.66 / 7.73 eV
Largest force on an atom   0.9 eV Å⁻¹
Energy relative to the best compared isomer or geometry (same formula, charge and spin)   3.71 kcal per mole

Atoms and positions in Å:
N: -0.60 -0.52 -1.64
N: 0.82 1.16 2.25
H: 3.32 -1.57 -3.52
C: 0.38 -1.28 2.35
H: -0.67 4.28 -3.35
F: 1.58 5.56 -3.16
O: -3.63 2.68 -0.21
H: 1.00 4.22 3.52
H: 0.67 -3.74 -8.29
C: -4.93 -0.57 -1.22
H: 2.76 -2.41 -8.15
H: 2.43 2.57 0.08
O: 1.49 0.01 6.57
C: 1.09 0.30 4.29
C: 2.11 4.02 -1.44
C: 1.23 4.48 -2.39
C: 1.31 3.57 2.70
H: 3.07 4.51 -1.32
O: -1.92 0.88 0.35
H: -2.42 -0.50 -2.51
C: 1.20 -0.52 5.52
H: 0.71 -2.02 4.38
Cu: 0.02 0.72 0.30
N: -1.89 -0.34 -1.67
C: -6.21 -0.22 -1.61
O: 0.08 -1.21 1.13
C: 2.24 -1.58 -3.65
H: -4.62 -1.61 -1.25
C: 2.15 -2.56 -7.27
C: 0.98 -3.30 -7.35
C: 1.73 2.93 -0.66
C: 0.77 0.01 2.99
C: -6.60 1.11 -1.56
C: 1.78 -2.16 -4.91
H: -6.01 3.12 -1.03
C: 0.07 -0.86 -2.68
C: 0.49 2.30 -0.81
H: -2.84 2.17 0.19
O: 0.40 -2.31 3.06
C: 0.22 -3.49 -6.20
H: 1.55 2.15 5.16
H: 3.47 -1.43 -6.00
C: -0.35 2.80 -1.80
C: -4.43 1.73 -0.69
N: 1.31 1.65 4.32
H: -1.32 2.35 -1.97
H: -7.60 1.40 -1.87
H: -2.68 -1.00 0.14
H: -6.91 -0.98 -1.95
C: 2.55 -2.00 -6.06
C: -2.61 -0.04 -0.39
C: 1.14 2.14 3.07
O: 0.97 -1.79 5.37
C: 1.49 -1.07 -2.66
Br: 2.44 -0.53 -1.09
C: 0.61 -2.92 -5.00
H: -0.68 -4.09 -6.25
C: -5.72 2.08 -1.10
H: 0.71 3.78 1.82
H: 2.35 3.77 2.46
C: -4.02 0.38 -0.78
H: 0.02 -3.10 -4.11
C: 0.00 3.89 -2.59
H: -0.42 -0.98 -3.65

=====

# 2
Computed, not measured: a molecular structure, C28H23N4O6PbS, with the ωB97M-V functional and the def2-TZVPD basis.

Values from the calculation:
Total charge   -2
LUMO level (alpha / beta)   4.86 / 4.85 eV
E_HOMO (alpha / beta)   0.36 / -1.74 eV
Spin multiplicity   2
HOMO-LUMO gap (alpha / beta)   4.50 / 6.59 eV
Largest force on an atom   0.4 eV Å⁻¹
Energy relative to the best compared isomer or geometry (same formula, charge and spin)   0.00 kcal per mole

Atoms and positions in Å:
C: -2.38 -1.44 -0.63
H: -2.18 0.78 4.46
H: -2.20 4.61 -0.20
C: 4.32 -4.02 -1.95
H: -2.70 3.98 1.67
C: 1.94 -2.06 4.28
H: -3.51 -0.11 -3.38
C: -2.15 3.12 2.01
Pb: 1.11 0.03 0.05
C: 0.68 -1.98 4.85
H: -3.77 1.71 -1.03
C: 2.25 -1.18 3.26
H: -2.50 0.41 0.61
C: -0.52 3.26 0.10
N: -0.26 1.62 1.83
C: -0.81 4.75 -1.79
H: 0.78 4.61 -3.28
C: -0.67 0.98 2.91
H: 0.38 -2.68 5.62
O: 3.13 -1.66 0.41
C: -1.57 -0.01 -2.37
C: 0.39 4.26 -2.34
C: -1.70 -2.07 0.59
O: -1.31 0.59 -1.09
C: 3.75 -3.44 -0.85
O: 0.70 -1.48 -1.84
C: -2.49 0.09 -0.43
H: -3.46 2.75 3.63
H: -3.37 -1.90 -0.69
C: -2.56 2.43 3.11
C: 4.03 -1.24 -1.71
C: 1.05 3.27 -1.62
H: 1.98 2.85 -2.00
C: 4.63 -1.83 -2.84
C: 4.78 -3.18 -2.97
C: -2.96 0.56 -2.71
S: 3.75 0.43 -1.54
C: -1.26 4.26 -0.60
C: -0.98 2.68 1.31
N: 1.41 -0.24 2.83
H: -4.54 0.12 -1.20
C: -1.84 1.32 3.59
C: -0.19 -1.00 4.41
H: -2.87 1.54 -3.19
H: 4.93 -1.15 -3.62
O: -0.28 -3.34 -2.62
H: 3.33 -4.00 -0.02
C: -0.31 -2.19 -2.15
H: -1.40 5.49 -2.33
H: -1.19 -0.95 4.80
C: 0.21 -0.13 3.40
O: -0.61 -1.54 0.95
O: -2.33 -2.95 1.20
H: 3.19 -1.26 2.72
C: -1.68 -1.51 -2.04
C: -3.60 0.67 -1.30
H: -0.78 0.25 -3.06
H: 5.23 -3.60 -3.87
H: 4.38 -5.10 -2.02
H: -2.32 -2.03 -2.74
N: 0.64 2.77 -0.46
H: 2.65 -2.82 4.59
N: 3.63 -2.11 -0.71